1.
{"formula": "C7H8O3", "method": "the ωB97M-V functional and the def2-TZVPD basis", "symbols": ["C", "C", "C", "C", "C", "O", "C", "C", "O", "H", "H", "H", "H", "H", "H", "O", "H", "H"], "positions_angstrom": [[1.12069, -1.40517, 2.48438], [0.92032, -0.42981, 1.79600], [0.72110, 0.71841, 0.90793], [-0.75601, 0.94128, 0.56209], [-1.38674, -0.17782, -0.22633], [-0.84476, -0.63285, -1.23947], [-1.03030, 2.08424, -0.40007], [-0.53167, 2.07959, -1.64401], [0.00113, 2.32768, -2.64918], [1.28796, -2.25052, 3.12805], [1.31038, 0.57331, -0.01085], [1.10157, 1.63034, 1.38984], [-1.36419, 1.10614, 1.46128], [-2.41965, -0.46536, 0.04484], [-1.73282, 2.88417, -0.16083], [0.93580, -3.16594, -2.04637], [1.80474, -3.50396, -1.81467], [0.86244, -2.31374, -1.58263]], "forces_ev_per_angstrom": [[-0.239, 0.746, -0.376], [0.328, -1.037, 0.554], [0.098, 0.265, -0.009], [-0.618, -0.046, -0.148], [0.905, -1.038, -1.995], [-0.847, 0.393, 2.044], [0.214, 0.155, -0.564], [0.592, 1.584, 0.332], [-0.814, -0.875, 0.731], [-0.075, 0.352, -0.311], [-0.245, 0.019, 0.202], [-0.065, -0.219, -0.125], [0.349, -0.003, -0.115], [0.171, -0.098, -0.032], [0.321, -0.220, -0.176], [0.003, 0.393, 0.235], [0.036, 0.005, 0.022], [-0.114, -0.376, -0.269]], "lowdin_charge": [0.12, -0.14, -0.17, -0.30, -0.19, 0.03, -0.06, -0.16, 0.20, 0.03, 0.13, 0.13, 0.15, 0.14, 0.12, -0.07, 0.03, 0.01], "smiles": "C#CC[C@H](C=O)C=C=O.O", "e_above_lowest_kj_mol": 353.4, "orbital_gap_ev": 9.51}

=====

2.
{"formula": "C7H8O3", "method": "the ωB97M-V functional and the def2-TZVPD basis", "symbols": ["O", "C", "C", "C", "C", "C", "C", "O", "C", "O", "H", "H", "H", "H", "H", "H", "H", "H"], "positions_angstrom": [[2.35867, 0.98227, 1.10796], [1.81867, -0.25786, 0.78012], [0.25320, -0.37713, 1.35576], [-0.80873, 0.43210, 1.42687], [-1.27387, 0.87408, 0.04872], [-1.61902, -0.20367, -0.97997], [-0.25377, 0.40033, -0.93317], [0.20091, 1.09917, -2.00560], [0.66860, -0.54381, -0.06266], [0.76076, -1.87125, -0.53211], [1.59101, 1.57932, 1.20463], [2.34172, -1.13222, 0.99209], [-1.33261, 0.47984, 2.30552], [-1.70113, 1.81468, -0.06433], [-1.80570, -1.21074, -0.45059], [-2.28345, -0.17225, -1.80649], [0.89040, 0.52570, -2.44273], [0.19433, -2.41856, 0.05600]], "forces_ev_per_angstrom": [[-0.490, -0.903, -0.563], [-2.097, 2.143, 2.154], [1.849, -0.696, -0.581], [0.374, -1.078, -2.516], [0.202, -0.602, 0.091], [-0.213, -2.837, 2.496], [0.462, -2.336, 1.540], [1.737, -0.020, -1.254], [-1.000, 1.153, -2.349], [-0.619, -0.479, 0.671], [0.590, -0.205, -0.153], [1.677, -0.824, 0.279], [-1.323, 1.244, 2.089], [-0.778, 1.585, -0.128], [0.668, 1.459, -0.974], [-0.324, 1.049, -0.666], [-1.154, 0.963, 0.500], [0.437, 0.383, -0.636]], "lowdin_charge": [0.04, -0.10, -0.01, 0.00, -0.14, 0.00, -0.41, 0.06, -0.41, 0.03, 0.12, 0.13, 0.07, 0.12, 0.14, 0.10, 0.15, 0.12], "smiles": "O[C@H]1C2=C[C@@H]3C[C@]3(O)[C@]21O", "e_above_lowest_kj_mol": 579.3, "orbital_gap_ev": 8.84}

=====

3.
{"formula": "C7H8O3", "method": "the ωB97M-V functional and the def2-TZVPD basis", "symbols": ["C", "C", "C", "C", "C", "C", "C", "O", "O", "O", "H", "H", "H", "H", "H", "H", "H", "H"], "positions_angstrom": [[3.51230, 0.56596, 0.60343], [2.46386, 0.41514, 0.10265], [-1.05246, -0.84290, 0.11251], [1.25250, 0.04373, -0.60470], [0.38662, -1.26100, 0.28444], [-1.07398, 0.57102, -0.43622], [-2.08473, 1.50281, 0.25150], [-1.97664, -1.59866, 0.37906], [0.22482, 1.07458, -0.54411], [0.59538, -2.51310, -0.34659], [4.45635, 1.01352, 0.99410], [1.44901, -0.33007, -1.66925], [0.89689, -1.30074, 1.32858], [-1.54331, 0.35042, -1.46163], [-3.07322, 1.19785, 0.08945], [-2.03862, 2.49646, -0.07299], [-2.14294, 1.57768, 1.29018], [-0.25183, -2.96269, -0.30041]], "forces_ev_per_angstrom": [[4.287, 1.939, 1.963], [-3.147, -0.782, -1.917], [4.028, 2.320, 0.334], [-2.947, -1.997, 0.749], [2.710, 0.677, -0.609], [-1.996, 0.022, -1.668], [0.860, -0.580, -0.457], [-2.646, -1.765, 0.742], [0.689, -0.512, 0.362], [0.231, 0.357, 0.245], [-1.388, -1.094, -0.463], [-0.371, 0.503, 1.492], [-1.183, 0.194, -1.320], [0.760, 0.723, 0.640], [-1.459, -0.878, -1.059], [0.430, 1.477, -0.944], [1.114, -0.273, 2.078], [0.027, -0.332, -0.169]], "lowdin_charge": [0.12, -0.10, -0.36, -0.16, -0.17, -0.31, -0.01, 0.18, -0.05, -0.02, 0.07, 0.17, 0.17, 0.17, 0.07, 0.07, 0.07, 0.09], "multiplicity": 3, "e_above_lowest_kj_mol": 402.6, "orbital_gap_ev": [7.26, 6.95], "s_squared": 2.007}

=====

4.
{"formula": "C7H8O4", "method": "the ωB97M-V functional and the def2-TZVPD basis", "symbols": ["C", "C", "C", "C", "O", "C", "O", "C", "C", "H", "H", "H", "H", "H", "H", "O", "O", "H", "H"], "positions_angstrom": [[1.91133, -2.30301, -0.72434], [1.27784, -0.95119, -0.61547], [-0.06688, -0.89230, -0.46364], [-0.73330, 0.33382, -0.17193], [-1.94969, 0.37701, -0.20837], [0.08583, 1.68571, -0.25146], [-0.53069, 2.74587, -0.26071], [1.53892, 1.48204, -0.51449], [2.07287, 0.22990, -0.62886], [2.98865, -2.20907, -0.75282], [1.63842, -2.91957, 0.13557], [1.60191, -2.90184, -1.58449], [-0.71167, -1.76702, -0.63016], [2.20048, 2.37098, -0.64425], [3.15451, 0.05185, -0.73909], [-3.08440, 0.74152, 1.88934], [-3.95632, 1.74154, 2.33264], [-2.83641, 0.93046, 0.94820], [-4.60140, 1.25331, 2.88432]], "forces_ev_per_angstrom": [[0.282, -0.356, -0.047], [-1.919, -1.556, 0.298], [0.838, -0.973, -0.099], [-0.753, 1.159, -1.487], [0.537, 0.026, -0.181], [-1.014, 0.483, -0.286], [1.497, -1.717, 0.190], [1.254, 0.112, -0.123], [0.441, 1.957, 0.322], [0.288, -0.140, -0.020], [0.104, 0.191, 0.077], [-0.078, 0.368, -0.163], [0.373, 0.351, 0.420], [-0.768, -0.734, 0.324], [-0.537, 0.527, -0.107], [0.724, -1.141, 0.175], [-1.026, 0.879, 0.431], [-0.817, 0.458, 0.851], [0.573, 0.105, -0.577]], "lowdin_charge": [-0.04, -0.26, 0.03, -0.26, 0.09, -0.25, 0.13, 0.03, -0.02, 0.07, 0.09, 0.09, 0.15, 0.13, 0.12, -0.13, -0.10, 0.03, 0.09], "smiles": "CC1=CC(=O)C(=O)C=C1.OO", "e_above_lowest_kj_mol": 455.0, "orbital_gap_ev": 6.84}

=====

5.
{"formula": "C7H8S", "method": "the ωB97M-V functional and the def2-TZVPD basis", "symbols": ["C", "C", "C", "C", "C", "C", "C", "H", "H", "H", "H", "H", "H", "H", "H", "S"], "positions_angstrom": [[1.39115, -0.09369, 0.00092], [0.42621, 0.42676, -1.04419], [0.27890, 1.59095, 0.00092], [0.43027, 0.42335, 1.04149], [-0.85647, -0.37692, 0.75410], [-0.73421, -1.67169, -0.00158], [-0.85010, -0.37979, -0.75543], [0.74765, 0.59314, -2.05892], [1.10822, 2.31049, 0.00346], [-0.66610, 2.08336, 0.00323], [0.73869, 0.56066, 2.08333], [-1.74120, -0.16751, 1.34118], [0.19257, -2.22286, -0.02079], [-1.65052, -2.33009, 0.00663], [-1.74513, -0.15931, -1.35332], [2.93006, -0.58686, -0.00104]], "forces_ev_per_angstrom": [[0.581, -0.102, -0.075], [0.065, -0.183, 0.416], [0.815, -0.074, 0.050], [-0.064, -0.181, 0.341], [0.216, 0.076, 0.131], [-1.224, -0.821, -0.005], [-0.572, 0.321, -0.562], [0.032, -0.028, -0.247], [-0.191, -0.270, -0.020], [-0.785, 0.389, 0.007], [-0.059, 0.013, -0.364], [0.042, 0.002, -0.067], [0.161, -0.023, 0.081], [1.125, 0.859, -0.049], [0.454, -0.130, 0.361], [-0.595, 0.152, 0.003]], "lowdin_charge": [-0.78, -0.20, -0.06, -0.21, -0.20, -0.07, -0.20, 0.13, 0.12, 0.11, 0.14, 0.14, 0.09, 0.13, 0.14, 0.72], "e_above_lowest_kj_mol": 191.4, "orbital_gap_ev": 8.70}

=====

6.
{"formula": "C7H9AlB2F9O2", "method": "the ωB97M-V functional and the def2-TZVPD basis", "symbols": ["C", "O", "B", "O", "B", "C", "C", "C", "F", "F", "C", "F", "F", "C", "F", "F", "C", "F", "F", "F", "H", "H", "H", "H", "H", "H", "H", "H", "H", "Al"], "positions_angstrom": [[-1.18736, 2.40486, 3.05243], [-1.13636, 1.31915, 4.02598], [-1.21267, 0.11443, 3.25819], [-2.47482, -0.54317, 3.01862], [0.16821, -0.61855, 2.53497], [-0.07392, -1.29611, 1.06802], [1.33594, -1.33091, 0.21617], [0.99908, -1.81814, -1.27345], [1.79747, -2.97231, -1.48788], [-0.34215, -2.26889, -1.40565], [1.37784, -0.80693, -2.46415], [2.75046, -0.45871, -2.25795], [1.33564, -1.52338, -3.65231], [0.58006, 0.57737, -2.50006], [0.74211, 1.38696, -1.32629], [1.14686, 1.33795, -3.56800], [-0.98379, 0.46233, -2.80938], [-1.32079, -0.50150, -3.73949], [-1.78370, 0.30779, -1.66174], [-1.36091, 1.70673, -3.37139], [-1.29443, 1.99559, 1.97741], [-0.20438, 2.98554, 3.13330], [-2.10483, 3.09295, 3.20976], [-2.58051, -0.49542, 2.02829], [1.21656, -0.57639, 3.09598], [-0.45908, -2.38432, 1.16433], [-0.89611, -0.71804, 0.52841], [2.00602, -2.06152, 0.80063], [1.83431, -0.31339, 0.28993], [2.12526, 2.99602, -1.88468]], "forces_ev_per_angstrom": [[0.230, 0.811, -1.541], [1.010, -2.680, -2.933], [-7.600, 2.729, 3.449], [4.218, 1.707, -0.791], [3.959, -3.134, -3.469], [-1.521, 0.596, 0.199], [0.202, 0.593, 1.917], [-0.070, -3.098, -0.552], [-1.654, 2.873, 0.579], [2.619, 1.471, 0.249], [2.427, -1.159, -0.456], [-2.779, -0.298, -0.087], [-0.529, 2.200, 2.631], [-0.246, -0.010, -2.491], [-0.471, -1.927, -1.228], [-1.031, -1.525, 2.453], [-3.431, 1.383, -2.017], [1.416, 2.023, 2.658], [2.241, 0.004, -1.912], [1.115, -2.764, 1.593], [0.123, 0.525, 1.472], [-1.374, -0.478, 0.159], [1.206, -0.938, 0.524], [-0.610, -0.810, 0.717], [-0.391, 0.426, 0.860], [0.212, 1.525, 0.422], [1.040, -0.925, -0.015], [-0.921, 0.857, -1.385], [-0.448, -1.328, -0.620], [1.057, 1.349, -0.385]], "lowdin_charge": [0.07, 0.22, -0.27, 0.30, 0.30, -0.05, 0.02, -0.27, 0.13, 0.09, -0.23, 0.09, 0.19, -0.21, -0.12, 0.03, -0.34, 0.19, 0.11, 0.13, 0.13, 0.18, 0.20, 0.17, 0.14, 0.20, 0.12, 0.18, 0.13, 1.16], "orbital_gap_ev": 2.54, "total_charge": 3}

=====

no.,M (g mol⁻¹),energy (eV)
1,140.1,-13527.5937
2,140.1,-13525.2525
3,140.1,-13523.4250
4,156.1,-15573.8621
5,124.2,-18221.3290
6,344.7,-43867.3066